Entry 1:
{
  "formula": "C9H4AsBr2NOReS4Se",
  "method": "the ωB97M-V functional and the def2-TZVPD basis",
  "species": ["S", "C", "C", "C", "C", "S", "Br", "C", "C", "H", "S", "H", "C", "Re", "H", "Br", "C", "S", "H", "N", "As", "O", "Se", "C"],
  "xyz": [[-0.560479, 2.689148, 6.076318], [-1.174961, -1.601116, -2.587326], [2.330568, -1.157612, -0.268924], [0.037090, -0.632067, -0.765572], [0.022188, -1.500483, -1.866960], [1.099727, 1.885594, 3.053158], [3.849721, -0.941006, 0.775995], [-2.254469, -0.859321, -2.185881], [1.183295, -0.481756, 0.003003], [-3.196376, -0.908710, -2.712918], [1.398816, 5.180293, 4.222739], [-1.238425, -2.256775, -3.445573], [2.342956, -2.038708, -1.381309], [-0.522619, 1.379747, 1.451413], [-3.018807, 0.545909, -0.798163], [1.297699, -3.380337, -3.608831], [-2.147243, -0.020802, -1.079987], [-1.775144, 2.880866, 2.661788], [3.250156, -2.579309, -1.608653], [-1.036470, 0.120281, -0.356932], [0.588412, 3.402529, 4.607706], [1.015587, 0.387405, 1.031035], [-2.722632, 2.090839, 0.935375], [1.231410, -2.204610, -2.151504]],
  "atomic_forces_ev_per_a": [[-0.260, -0.239, 0.256], [0.125, -0.123, -0.096], [0.181, -0.284, -0.284], [-0.209, -0.008, -0.133], [-0.012, -0.047, -0.071], [-0.225, -0.149, -0.225], [0.065, 0.017, 0.058], [-0.093, 0.120, 0.087], [-0.369, 0.649, 0.667], [0.009, 0.015, 0.027], [0.225, 0.363, -0.159], [0.007, 0.001, 0.011], [0.073, 0.100, 0.167], [-0.417, 0.188, -0.040], [-0.069, -0.046, 0.005], [0.001, -0.059, -0.072], [0.055, -0.079, -0.081], [0.372, -0.082, 0.222], [0.014, -0.001, 0.004], [0.148, -0.204, -0.138], [0.032, -0.004, -0.026], [0.672, -0.370, -0.155], [-0.248, 0.214, -0.022], [-0.075, 0.026, -0.002]],
  "lumo_ev": [-6.1, -6.1],
  "multiplicity": 1,
  "fmax_ev_per_a": 1.001,
  "e_tot_ev": -324669.42742,
  "charge": 1,
  "gap_ev": [5.80, 5.80]
}



Entry 2:
{
  "formula": "C9H4Cl2F6KNOSb",
  "method": "the ωB97M-V functional and the def2-TZVPD basis",
  "species": ["C", "H", "N", "C", "H", "C", "C", "F", "Cl", "K", "C", "Cl", "C", "Sb", "F", "F", "H", "F", "H", "F", "C", "F", "O", "C", "C"],
  "xyz": [[-3.967526, -1.258524, 0.004409], [-0.548702, -2.932041, -0.057914], [-1.556940, -1.151904, -0.041597], [-5.180010, 0.892895, 0.021201], [-4.823684, -3.243426, 0.024837], [-1.529827, -2.470040, -0.040876], [-5.178533, -0.488703, 0.026216], [2.260416, -1.326906, -0.004044], [-4.004191, 3.302656, -0.008852], [0.761493, 0.634889, -0.069222], [-2.756272, -0.556121, -0.019122], [-6.683422, -1.309287, 0.059886], [-3.912027, -2.664379, 0.005576], [3.981827, -0.475332, -0.051578], [3.733166, -0.144314, 1.800026], [3.931471, -0.714546, -1.927982], [-2.575021, -4.343222, -0.017387], [3.137237, 1.222578, -0.348184], [-6.123013, 1.420251, 0.036224], [5.675890, 0.334898, -0.097012], [-2.680260, -3.268293, -0.017528], [4.819588, -2.131959, 0.247385], [-1.626405, 1.497840, -0.040822], [-3.990735, 1.602142, -0.001876], [-2.717721, 0.930450, -0.020466]],
  "atomic_forces_ev_per_a": [[0.059, 0.020, 0.003], [0.007, 0.021, -0.002], [-0.123, -0.069, 0.002], [0.046, 0.014, 0.002], [-0.012, -0.019, -0.001], [0.081, -0.150, 0.005], [-0.054, -0.088, 0.001], [-0.136, -0.064, -0.017], [0.017, 0.044, 0.001], [-0.337, 0.130, 0.052], [0.036, 0.085, 0.002], [-0.015, 0.033, -0.002], [0.097, 0.119, -0.002], [1.172, -0.354, -0.021], [0.015, -0.038, -0.251], [0.013, 0.007, 0.245], [-0.056, -0.025, 0.000], [-0.014, 0.034, -0.025], [0.011, 0.033, 0.000], [-0.207, 0.109, 0.015], [-0.013, 0.035, 0.001], [-0.242, 0.041, -0.001], [-0.611, 0.522, 0.015], [-0.288, 0.063, 0.008], [0.557, -0.502, -0.031]],
  "lumo_ev": [-1.3, -3.4],
  "multiplicity": 2,
  "fmax_ev_per_a": 1.225,
  "e_tot_ev": -77153.25629,
  "relative_energy_kcal_mol": 0.00,
  "gap_ev": [8.14, 7.54]
}



Entry 3:
{
  "formula": "C9H4ClINOS4Tc",
  "method": "the ωB97M-V functional and the def2-TZVPD basis",
  "species": ["H", "S", "O", "S", "S", "I", "H", "Tc", "C", "C", "C", "C", "H", "C", "C", "N", "S", "C", "C", "Cl", "C", "H"],
  "xyz": [[1.984036, -3.753206, -0.586974], [0.758035, 5.727653, 1.213080], [2.029569, 0.780583, -0.087646], [1.057299, 4.565228, 2.776124], [0.353422, 2.682032, 2.190472], [4.221698, -1.640882, -0.306374], [-2.685283, -2.414183, -0.548856], [0.878808, 2.274254, 0.081152], [1.466766, -0.441147, -0.224519], [0.072200, -2.845312, -0.530967], [2.159610, -1.615936, -0.342135], [1.437426, -2.825317, -0.495489], [-2.291121, 1.827859, -0.007098], [-1.860279, 0.842911, -0.131980], [0.059601, -0.459894, -0.253598], [-0.539758, 0.762398, -0.113608], [0.816177, 4.503815, -0.458083], [-0.677479, -1.642708, -0.410069], [-2.662568, -0.289504, -0.298199], [-0.762959, -4.339470, -0.722869], [-2.079376, -1.526229, -0.430767], [-3.735819, -0.172953, -0.311595]],
  "atomic_forces_ev_per_a": [[-0.008, -0.013, -0.005], [0.015, -0.046, -0.028], [0.137, 0.131, -0.058], [0.011, 0.079, -0.020], [-0.065, 0.055, 0.138], [0.046, 0.033, 0.003], [-0.010, 0.001, -0.002], [-0.154, 0.120, -0.130], [0.013, -0.132, -0.005], [0.001, -0.003, -0.003], [-0.153, 0.009, -0.001], [-0.022, 0.005, 0.004], [-0.013, -0.001, 0.000], [-0.011, 0.007, 0.008], [0.039, -0.153, -0.016], [0.029, -0.037, -0.029], [0.082, -0.098, 0.131], [0.065, 0.044, 0.004], [0.015, -0.004, 0.006], [-0.003, -0.017, -0.002], [-0.007, 0.019, 0.003], [-0.006, 0.000, 0.001]],
  "lumo_ev": [-4.9, -6.5],
  "multiplicity": 4,
  "fmax_ev_per_a": 0.234,
  "e_tot_ev": -79092.11839,
  "relative_energy_kcal_mol": 0.00,
  "charge": 1,
  "gap_ev": [6.68, 5.13]
}



Entry 4:
{
  "formula": "C9H4F6",
  "method": "the ωB97M-V functional and the def2-TZVPD basis",
  "species": ["C", "F", "C", "F", "F", "F", "H", "C", "H", "F", "C", "H", "F", "C", "C", "C", "H", "C", "C"],
  "xyz": [[2.183240, -1.431451, -1.082476], [-1.977382, -1.834496, 1.569542], [-1.791607, 1.388388, 0.409774], [-0.986460, 2.443331, 0.665257], [-2.785327, 1.533630, 1.284247], [-2.041040, -1.878896, -0.522271], [0.106354, -1.657187, -1.538721], [3.102342, -0.616494, -0.627253], [1.014703, 1.562472, 0.724222], [-3.478605, -0.769112, 0.496696], [-2.120057, -1.049547, 0.509476], [3.267648, 1.308100, 0.190842], [-2.231127, 1.670162, -0.950816], [0.842361, -1.316195, -0.894734], [0.159525, -0.125871, -0.126601], [2.549454, 0.613867, -0.159292], [4.139475, -0.688195, -0.594379], [1.246787, 0.788880, 0.192800], [-1.200280, 0.058610, 0.453683]],
  "atomic_forces_ev_per_a": [[-3.112, -1.383, 0.049], [0.721, -0.020, 1.173], [-0.675, 2.648, -1.338], [0.312, -0.671, -0.147], [-0.355, -0.175, -0.659], [1.082, -0.480, -1.395], [-0.931, -1.671, -1.240], [-0.143, 2.747, 0.338], [-1.161, 4.610, 3.016], [1.061, 1.004, 0.298], [-3.532, -2.318, -0.107], [0.466, 0.861, 0.297], [0.174, -0.721, 2.549], [-1.509, 2.353, 1.092], [2.278, -1.267, 1.237], [0.452, -1.037, 0.435], [1.582, -0.615, -0.061], [-0.616, -4.037, -3.119], [3.906, 0.171, -2.418]],
  "smiles": "FC(F)(F)C(=C1C=C=CC=C1)C(F)(F)F",
  "lumo_ev": [-2.5, -1.4],
  "multiplicity": 1,
  "fmax_ev_per_a": 5.630,
  "e_tot_ev": -25697.65170,
  "relative_energy_kcal_mol": 58.30,
  "gap_ev": [7.21, 7.91]
}



Entry 5:
{
  "formula": "C9H4INO",
  "method": "the ωB97M-V functional and the def2-TZVPD basis",
  "species": ["C", "H", "H", "H", "O", "I", "H", "N", "C", "C", "C", "C", "C", "C", "C", "C"],
  "xyz": [[0.335630, 0.581353, 5.200770], [0.326714, -1.879880, -1.416330], [-0.418410, 0.291158, -1.973324], [0.771091, -2.854096, 0.596591], [-0.893859, 2.235367, -0.876301], [0.328769, 1.931345, 6.669613], [-0.473648, 3.051300, -0.511972], [-1.353446, 1.392004, 2.348131], [-0.318029, 0.087912, -0.871246], [0.750858, -0.773720, 3.021383], [-0.787540, 1.105079, -0.119728], [-1.124007, 1.178366, 1.223000], [0.560593, -0.018891, 4.159001], [0.221805, -1.260207, -0.527371], [0.563271, -1.836737, 0.669696], [0.611078, -1.228022, 1.916901]],
  "atomic_forces_ev_per_a": [[0.695, -0.315, -1.387], [-0.059, -0.076, 0.284], [0.650, -0.083, 1.277], [0.671, -1.625, 0.140], [-0.632, 2.122, -0.055], [-0.155, -0.292, -0.127], [-0.560, -1.215, 0.073], [0.062, -0.370, -2.067], [0.231, -1.652, -0.054], [-0.656, 0.914, 0.780], [1.616, -0.421, -2.407], [-0.388, 0.675, 3.645], [-0.051, 0.174, 1.514], [-0.849, 0.593, 0.489], [-0.881, 1.759, -2.201], [0.306, -0.188, 0.096]],
  "smiles": "N#C/C(O)=C\\C=C/C#CC#CI",
  "lumo_ev": -1.0,
  "multiplicity": 1,
  "fmax_ev_per_a": 3.727,
  "e_tot_ev": -21029.83462,
  "relative_energy_kcal_mol": 0.00,
  "gap_ev": 7.31
}



Entry 6:
{
  "formula": "C9H56O23S",
  "method": "the ωB97M-V functional and the def2-TZVPD basis",
  "species": ["H", "C", "H", "H", "H", "O", "H", "H", "H", "H", "O", "C", "H", "O", "C", "O", "C", "H", "H", "H", "H", "H", "O", "O", "C", "O", "O", "H", "H", "H", "O", "O", "O", "H", "H", "O", "H", "H", "H", "O", "H", "H", "H", "H", "C", "H", "H", "H", "H", "C", "H", "H", "H", "O", "H", "H", "H", "O", "H", "H", "C", "O", "O", "H", "H", "H", "H", "S", "H", "O", "H", "H", "H", "C", "O", "H", "H", "H", "O", "H", "H", "H", "H", "H", "H", "O", "O", "O", "H"],
  "xyz": [[0.007821, 7.114717, 0.658699], [-0.573570, -1.360266, -1.129122], [-1.558293, -3.442819, 7.028375], [0.648391, -1.085630, 0.681461], [2.060943, 5.399959, -2.195041], [-2.616042, 9.590348, -0.299565], [-5.345745, -1.962851, 0.470317], [4.797321, 1.300333, -0.970664], [-2.418367, -2.335087, -0.612469], [-0.416718, 3.421527, -3.920782], [-5.757297, -2.633796, -0.087963], [-2.557474, -0.263868, -0.040362], [-1.141178, -0.494468, 4.205909], [-1.273793, 3.425658, -3.481657], [-1.783706, -1.547223, -0.214811], [-3.563797, 1.962645, 1.319576], [0.285955, 2.644418, -0.396448], [-0.662439, -4.513216, 7.648001], [7.012831, -1.444848, -0.933874], [1.337679, 0.747036, 2.751199], [0.996501, 2.735835, 0.421241], [0.285716, 8.434363, -0.048295], [-0.020445, 1.282348, -0.629772], [-1.696654, 5.399984, -0.741996], [0.711418, -0.952905, -0.390131], [-0.374343, 7.735534, 0.026442], [7.895400, -5.312628, -1.168033], [1.513405, -1.595718, -0.748894], [3.533202, -2.762409, 3.398328], [-5.631590, -3.980665, -2.131047], [-5.248217, 0.644412, 2.347747], [-3.608135, -0.519090, 0.946383], [2.599688, -2.642089, 3.602633], [-0.630063, 3.154492, -0.141168], [8.090900, -4.377633, -1.027126], [-6.974725, 1.554966, -3.048049], [-1.815796, 9.084286, -0.494578], [9.606307, -6.015638, 0.295388], [-5.642179, 2.027766, -0.440355], [6.460725, -3.126081, -2.565578], [6.925925, -0.870901, 0.478704], [-5.060949, -0.605778, -1.678143], [-2.529063, -0.595841, 3.560462], [-7.441793, 2.362218, -2.804844], [-3.106053, 0.290455, -1.365805], [0.745280, 5.495552, -1.425748], [-7.669765, 0.964979, -3.360261], [1.180822, -2.042843, 4.694815], [3.523193, -5.532997, -2.916778], [1.125059, 0.457195, -0.737374], [-1.151014, 4.002042, -2.716139], [-2.796060, -0.388655, -2.148157], [-1.419930, -1.874934, 0.754986], [1.659855, 5.805888, -1.419241], [-2.634765, 5.262533, -0.567754], [-4.848894, 0.964661, -2.324950], [1.540266, 0.454304, -1.743702], [0.381750, -1.728633, 5.139433], [-6.262751, 0.423639, -0.111963], [-2.614934, 1.229874, -1.580315], [-5.362424, 1.001245, -0.276759], [1.781486, -0.092177, 2.582143], [-2.077800, -0.330378, 4.369442], [1.710965, -0.569857, 3.416473], [-0.757175, -0.637214, -1.909922], [6.244203, -4.009490, -2.237578], [-1.586375, 6.361658, -0.728665], [-4.423239, 0.827720, 1.214754], [-2.317671, 10.314916, 0.259520], [4.069981, 0.671033, -0.924403], [0.694296, 3.057030, -1.318179], [-0.407673, -2.297317, -1.649053], [2.140275, -2.915261, 2.799090], [-4.625031, 0.357020, -1.463989], [4.463734, -5.326341, -2.895209], [-1.851700, 0.448364, 0.356618], [4.395338, -0.005831, -0.317989], [0.359064, -2.208188, 5.976601], [9.992731, -5.982475, 1.178792], [9.728596, -6.814741, 1.584783], [8.542508, -5.591025, -1.826749], [-5.059360, -5.384064, -1.972553], [5.679158, -2.603258, -2.351765], [-5.024748, -3.218169, -0.321499], [4.818587, -5.735294, -3.692135], [6.382603, -1.216237, -0.238540], [-4.850292, -4.513003, -2.327870], [-0.638788, -3.725582, 7.094904], [1.898943, 0.772418, -0.051430]],
  "atomic_forces_ev_per_a": [[-0.096, -0.035, -0.044], [0.302, -0.409, 0.303], [0.072, 0.048, -0.080], [-0.183, 0.050, 0.258], [0.013, 0.020, 0.083], [0.104, 0.117, -0.145], [0.016, -0.031, 0.054], [-0.020, -0.068, -0.048], [-0.303, -0.088, -0.078], [-0.086, -0.064, -0.008], [0.091, -0.095, -0.067], [0.783, -0.340, -0.640], [-0.031, -0.249, 0.225], [0.157, 0.109, 0.039], [-0.055, -0.057, -0.145], [1.048, 0.088, -0.639], [-0.102, -0.725, -0.397], [0.066, 0.072, -0.026], [-0.158, -0.137, -0.060], [-0.008, -0.043, -0.075], [0.236, 0.174, 0.089], [0.072, -0.160, -0.136], [-0.016, 0.245, 0.331], [-0.042, 0.103, -0.161], [0.041, -0.189, -0.779], [0.250, 0.204, 0.149], [0.331, -0.071, 0.027], [0.246, -0.148, 0.140], [-0.030, 0.119, 0.118], [0.010, 0.003, -0.112], [-0.995, -1.274, 0.564], [-0.311, 0.732, -0.020], [0.034, -0.278, -0.221], [-0.257, 0.146, 0.043], [-0.097, -0.011, -0.015], [-0.294, 0.102, 0.000], [-0.252, -0.032, 0.223], [-0.193, 0.078, 0.128], [0.231, 0.422, 0.236], [0.142, 0.188, 0.221], [-0.064, -0.037, -0.015], [0.026, -0.442, 0.197], [-0.018, 0.094, 0.049], [0.049, -0.020, -0.047], [-0.190, -0.596, 0.344], [0.011, 0.058, 0.060], [0.078, -0.005, 0.002], [-0.019, -0.201, 0.258], [0.058, 0.033, 0.059], [-0.363, -0.335, 0.397], [-0.184, 0.008, 0.062], [0.127, -0.126, -0.307], [-0.074, -0.152, 0.241], [-0.081, -0.047, -0.083], [0.082, -0.148, 0.009], [-0.135, 0.097, -0.332], [0.008, 0.357, -0.277], [0.261, 0.211, -0.200], [-0.358, 0.031, 0.152], [-0.115, 0.367, 0.026], [0.107, -1.438, -0.191], [-0.093, 0.216, 0.094], [-0.076, 0.081, -0.180], [0.124, 0.033, -0.019], [-0.225, 0.234, -0.199], [-0.078, -0.006, -0.101], [0.064, -0.062, -0.015], [-0.188, 1.657, 0.316], [-0.063, -0.060, -0.019], [0.193, 0.095, 0.065], [0.262, 0.364, -0.001], [0.071, -0.271, -0.043], [0.004, 0.056, 0.029], [0.224, 0.913, -0.169], [-0.095, -0.124, -0.076], [-0.145, 0.322, 0.448], [0.097, -0.046, -0.142], [-0.156, -0.082, -0.042], [0.071, -0.117, -0.070], [0.018, 0.079, 0.004], [-0.146, 0.043, -0.094], [0.023, 0.030, -0.072], [-0.036, -0.088, -0.119], [0.017, 0.053, 0.032], [0.013, 0.070, 0.045], [0.210, 0.127, 0.173], [-0.100, 0.017, 0.224], [-0.117, -0.045, 0.097], [0.206, 0.290, 0.098]],
  "lumo_ev": 0.0,
  "multiplicity": 1,
  "fmax_ev_per_a": 1.712,
  "e_tot_ev": -68168.93976,
  "gap_ev": 9.36
}